1.
Entry from OMol25: a 3-piece molecular cluster, C43H29IO8 overall in a non-equilibrium geometry (ωB97M-V/def2-TZVPD).

XYZ file:
```
81
Properties=species:S:1:pos:R:3:lowdin_charge:R:1
C 7.65876 4.16481 1.39529 -0.19
C 6.04127 4.27037 1.71088 -0.67
I 5.53901 6.42637 1.42503 0.73
C 5.11521 3.47908 0.56520 -0.21
C 5.68367 1.98867 0.18764 -0.03
C 5.31490 0.71210 0.85700 -0.01
C 4.33592 0.36427 2.12446 -0.04
C 3.03310 1.34405 2.29102 -0.23
O 2.91656 1.98666 3.48484 -0.06
C 1.84864 1.60181 1.18806 -0.08
C 0.28690 1.59933 1.77428 0.01
C -1.03845 1.89159 0.80621 -0.05
C -0.82360 2.20977 -0.79153 -0.04
C 0.73021 2.18082 -1.36085 -0.06
C 2.04563 1.89816 -0.41217 -0.02
C 6.10276 -0.54932 0.09393 -0.15
O 5.86222 -1.87532 0.26806 0.00
O 7.08540 0.04184 -0.85851 0.04
C 6.75113 1.47799 -0.95479 -0.19
O 7.33852 2.26428 -1.88944 0.00
H 8.15908 3.57622 2.27430 0.09
H 7.89197 3.68818 0.32575 0.09
H 8.13217 5.25774 1.34213 0.05
H 5.74319 3.99655 2.80885 0.09
H 5.24312 4.14057 -0.42043 0.11
H 3.96512 3.52079 0.81749 0.11
H 3.90654 -0.73080 1.92367 0.12
H 4.95346 0.26496 3.13577 0.16
H 0.13281 1.37949 2.93475 0.11
H -2.11236 1.91140 1.27181 0.08
H -1.74669 2.44573 -1.51053 0.09
H 0.87002 2.41528 -2.51826 0.09
H 3.11284 1.91454 -0.89159 0.08
O 0.99708 -6.13195 5.88959 0.10
C 0.43920 -5.20312 5.31839 -0.28
C -0.91132 -4.77210 5.73362 -0.09
C -1.54751 -5.41789 6.80177 0.01
C -2.80652 -4.99029 7.22572 -0.06
C -3.43191 -3.91929 6.58787 -0.06
C -2.80740 -3.28598 5.51214 0.01
C -1.54731 -3.71728 5.08017 -0.09
C -0.90224 -3.05305 3.93012 -0.28
O -1.48465 -2.16273 3.32158 0.09
C 0.45541 -3.47040 3.52765 -0.08
C 1.09128 -2.82215 2.46051 0.01
C 2.38775 -3.18689 2.09451 -0.07
C 3.05164 -4.19643 2.79091 -0.05
C 2.41423 -4.85361 3.84549 0.01
C 1.11071 -4.49336 4.21142 -0.08
H -1.06300 -6.25098 7.30799 0.12
H -3.29722 -5.48984 8.05818 0.11
H -4.40759 -3.57787 6.92648 0.11
H -3.30393 -2.45389 5.01568 0.12
H 0.58109 -2.02974 1.91537 0.12
H 2.88132 -2.67974 1.26831 0.10
H 4.06575 -4.47419 2.51183 0.11
H 2.93841 -5.64291 4.38200 0.12
O -3.81980 1.88984 -3.47870 0.08
C -4.45051 1.53399 -4.46653 -0.28
C -5.45373 0.45449 -4.36500 -0.09
C -5.69854 -0.15033 -3.12525 0.01
C -6.67305 -1.14306 -3.01339 -0.06
C -7.40494 -1.53301 -4.13468 -0.06
C -7.15026 -0.94407 -5.37426 0.01
C -6.16836 0.04727 -5.49088 -0.09
C -5.89342 0.65192 -6.80950 -0.28
O -6.48269 0.25557 -7.80842 0.10
C -4.90517 1.74422 -6.90751 -0.09
C -4.66293 2.34961 -8.14774 0.01
C -3.75536 3.40550 -8.24405 -0.06
C -3.08928 3.85928 -7.10594 -0.06
C -3.31854 3.24774 -5.87152 0.00
C -4.22485 2.18392 -5.77295 -0.09
H -5.13503 0.15285 -2.24459 0.12
H -6.86512 -1.60852 -2.04914 0.11
H -8.17325 -2.29774 -4.04490 0.11
H -7.72197 -1.25722 -6.24631 0.12
H -5.18288 2.00396 -9.03968 0.12
H -3.57157 3.87691 -9.20707 0.11
H -2.38903 4.68859 -7.17924 0.11
H -2.79199 3.60602 -4.98835 0.12
```

Results
Lowest unoccupied orbital energy: -1.9 eV
HOMO: -0.3303 Ha
HOMO-LUMO gap: 7.06 eV
SMILES: C[C@@H](I)CC1=C(CC(=O)c2ccccc2)C(=O)OC1=O.O=C1c2ccccc2C(=O)c2ccccc21.O=C1c2ccccc2C(=O)c2ccccc21

2.
Entry from OMol25: C43H32BrMoO4P2S as an isolated structure (ωB97M-V/def2-TZVPD).

XYZ file:
```
84
Properties=species:S:1:pos:R:3:lowdin_charge:R:1
Mo 1.31751 -1.08750 0.28148 1.02
O 0.25237 -1.67604 4.35348 0.05
C 0.47513 -1.12460 3.29457 -0.70
O 0.89442 -1.74648 2.22463 -0.28
C 0.15845 0.38380 3.15008 -0.21
P 1.21687 1.01711 1.82363 1.01
C 0.57781 2.43134 0.95326 -0.33
C 1.36586 2.83863 -0.30638 -0.24
C -0.11832 4.48689 -1.29005 -0.18
C -1.25297 4.44883 -0.57804 -0.15
C -1.48636 3.87343 0.71302 -0.16
C -0.64030 2.98932 1.34797 -0.18
C 2.71124 1.51980 2.74179 -0.34
C 3.45633 0.56591 3.43487 -0.13
C 4.56172 0.95220 4.17500 -0.08
C 4.94525 2.28745 4.21116 -0.10
C 4.21332 3.23725 3.51501 -0.09
C 3.09343 2.85548 2.78699 -0.08
H 0.29120 0.87530 4.11128 0.10
H -0.89210 0.45005 2.86215 0.06
H 2.43476 2.86275 -0.02760 0.16
H -0.08036 4.93807 -2.27443 0.10
H -2.10494 4.90021 -1.08079 0.10
H -2.42018 4.11491 1.20472 0.07
H -1.01502 2.62076 2.30155 0.09
H 3.18070 -0.47937 3.38156 0.08
H 5.13351 0.20689 4.71320 0.10
H 5.81701 2.58507 4.78110 0.09
H 4.50852 4.27903 3.54107 0.10
H 2.49651 3.59301 2.26113 0.10
C -3.90610 -0.15577 3.41937 -0.09
C -3.87955 0.69628 2.32517 -0.08
C -3.10371 0.38869 1.21548 -0.08
C -2.35335 -0.78363 1.19314 -0.33
C -2.39081 -1.64182 2.29406 -0.10
C -3.15918 -1.32609 3.40171 -0.07
P -1.16795 -1.18997 -0.13092 1.06
C -1.72956 -0.33187 -1.63136 -0.34
C -1.70083 1.06234 -1.67394 -0.10
C -2.02229 1.73270 -2.84699 -0.07
C -2.34671 1.02019 -3.99010 -0.08
C -2.35536 -0.36770 -3.95902 -0.08
C -2.05109 -1.04173 -2.78786 -0.09
C -1.45071 -2.95696 -0.38551 -0.32
C -2.70237 -3.47789 -0.59248 -0.09
C -2.87025 -4.86291 -0.76874 -0.08
C -1.77870 -5.68730 -0.72635 -0.04
C -0.47917 -5.17935 -0.49952 -0.17
C 0.65069 -6.03160 -0.44572 -0.05
C 1.88438 -5.50079 -0.21972 -0.08
C 2.05398 -4.10781 -0.03202 -0.14
C 1.00041 -3.22682 -0.06360 -0.31
C -0.29722 -3.78263 -0.31656 -0.20
H -4.49727 0.09759 4.29042 0.10
H -4.45120 1.61588 2.33403 0.10
H -3.07723 1.08170 0.38501 0.09
H -1.78228 -2.53807 2.30374 0.12
H -3.14698 -1.98411 4.26016 0.11
H -1.41070 1.64224 -0.80249 0.08
H -1.97895 2.81306 -2.85789 0.10
H -2.57356 1.54423 -4.91038 0.10
H -2.58517 -0.93138 -4.85471 0.10
H -2.03157 -2.12240 -2.78141 0.10
H -3.56502 -2.82108 -0.61733 0.11
H -3.85989 -5.26931 -0.93525 0.10
H -1.89731 -6.75708 -0.86089 0.11
H 0.51329 -7.09800 -0.58576 0.10
H 2.75356 -6.14705 -0.17822 0.10
H 3.05376 -3.73581 0.14839 0.02
O 1.14214 4.11964 -0.84710 -0.06
C 1.37257 1.68005 -1.30723 -0.24
O 1.35086 0.61871 -0.69721 -0.43
C 1.43959 1.49622 -2.73650 -0.13
C 1.47114 2.58034 -3.62558 -0.02
C 1.46743 2.37731 -4.98320 -0.09
C 1.42637 1.06400 -5.46331 -0.09
C 1.40693 -0.01270 -4.60654 -0.14
C 1.42574 0.13851 -3.20474 -0.50
S 1.43851 -1.40197 -2.32816 0.70
H 1.50296 3.57752 -3.20850 0.10
H 1.49301 3.21417 -5.66851 0.10
H 1.41146 0.88390 -6.53200 0.10
H 1.38058 -1.01946 -5.00369 0.09
Br 3.87127 -1.15370 0.48887 0.04
```

Results
Lowest unoccupied orbital energy (spin up / spin down): 2.2 / 1.5 eV
2S+1: 3
HOMO (spin up / spin down): -0.1335 / -0.1327 Ha
HOMO-LUMO gap (spin up / spin down): 5.82 / 5.12 eV
Net charge: -1

3.
Entry from OMol25: C43H35BBrF2N2O8Ru as an isolated structure in a non-equilibrium geometry (ωB97M-V/def2-TZVPD).

XYZ file:
```
93
Properties=species:S:1:pos:R:3:lowdin_charge:R:1
Ru -0.51171 0.86389 -1.37512 1.23
O 0.94714 0.30433 -5.61527 0.03
C 0.48569 0.67110 -4.53505 -0.42
O 0.32533 -0.33459 -3.51553 0.12
C 0.07740 1.97287 -4.15967 -0.21
C 0.09099 3.00901 -5.14514 -0.03
C -0.45174 4.22643 -4.85680 -0.10
C -1.01643 4.46069 -3.58031 -0.04
C -0.94198 3.44022 -2.65202 -0.22
N -0.40985 2.24985 -2.90449 0.00
C -1.49268 3.58655 -1.25534 -0.59
O -2.09105 4.61305 -0.94147 0.01
O -1.26518 2.58518 -0.48711 -0.17
H 0.51803 2.77803 -6.11114 0.10
H -0.46556 5.00630 -5.61067 0.09
H -1.48390 5.39044 -3.29349 0.09
C 2.49560 -1.99535 4.18476 0.01
C 1.43850 -1.14443 3.50915 -0.59
C 0.59249 -0.37172 4.51261 0.02
O 0.61108 -1.98206 2.71967 -0.02
C 0.49860 -1.44021 1.38826 -0.14
C 1.25608 -0.10368 1.45712 -0.14
O 2.08089 -0.26441 2.62229 -0.02
C 2.15705 0.31040 0.24948 -0.43
O 1.44614 0.85052 -0.78814 -0.26
C 2.96966 -0.92415 -0.18624 -0.15
C 2.72775 -1.47506 -1.43669 0.00
C 3.39449 -2.62326 -1.84911 -0.08
C 4.31943 -3.23412 -1.01470 -0.12
C 4.58197 -2.67827 0.23283 -0.10
C 3.91678 -1.53014 0.63997 -0.04
C 3.11834 1.43284 0.71353 -0.11
C 2.70032 2.41853 1.60688 -0.01
C 3.52224 3.48449 1.93672 -0.10
C 4.78670 3.59962 1.37014 -0.13
C 5.20311 2.64300 0.45691 -0.10
C 4.37378 1.57534 0.13370 -0.03
C -0.96988 -1.34151 0.93086 -0.44
O -0.95101 -0.84963 -0.35383 -0.27
C -1.77361 -0.53417 1.97325 -0.12
C -1.85640 0.85241 1.91016 -0.06
C -2.54601 1.57816 2.87564 -0.07
C -3.16846 0.92842 3.93228 -0.12
C -3.10051 -0.45724 4.00547 -0.10
C -2.41110 -1.17469 3.03829 -0.03
C -1.61572 -2.73736 0.82738 -0.14
C -2.86579 -2.79825 0.21058 -0.02
C -3.51974 -4.00275 0.02580 -0.09
C -2.92654 -5.19085 0.44709 -0.13
C -1.67938 -5.14524 1.04614 -0.10
C -1.02854 -3.92665 1.23745 -0.02
H 2.01968 -2.71879 4.84925 0.08
H 3.17193 -1.36475 4.76425 0.08
H 3.06175 -2.52787 3.42105 0.08
H -0.04163 -1.05869 5.07513 0.09
H -0.05290 0.33722 3.99305 0.08
H 1.24033 0.17554 5.20102 0.08
H 0.99735 -2.11497 0.68852 0.16
H 0.55318 0.71828 1.60715 0.13
H 1.99823 -0.98573 -2.06416 0.10
H 3.18175 -3.04245 -2.82569 0.10
H 4.83422 -4.13441 -1.33147 0.08
H 5.31034 -3.14110 0.89033 0.09
H 4.13119 -1.09291 1.60699 0.11
H 1.71427 2.36280 2.04822 0.12
H 3.17078 4.23262 2.63823 0.09
H 5.43276 4.43020 1.63107 0.08
H 6.17792 2.72531 -0.01109 0.09
H 4.70675 0.84321 -0.59166 0.12
H -1.40429 1.38516 1.08999 0.07
H -2.59340 2.65684 2.78060 0.11
H -3.70527 1.49289 4.68673 0.09
H -3.58878 -0.98424 4.81821 0.09
H -2.36594 -2.25435 3.11208 0.12
H -3.30542 -1.87466 -0.14751 0.11
H -4.48996 -4.02074 -0.45772 0.09
H -3.42835 -6.13953 0.29418 0.08
H -1.19858 -6.06227 1.36827 0.09
H -0.06024 -3.91401 1.71904 0.11
Br -4.58383 2.02624 -5.47332 0.71
C -4.16530 1.60832 -3.67509 -0.66
C -5.07097 1.86707 -2.66428 -0.12
C -4.71469 1.52377 -1.37562 -0.04
C -3.46524 0.96232 -1.15004 -0.11
N -2.59003 0.73743 -2.12919 0.00
C -2.93738 1.04155 -3.38022 -0.15
H -6.02577 2.32592 -2.88554 0.10
H -5.38254 1.69828 -0.54363 0.11
H -3.13657 0.69383 -0.15687 0.09
H -2.21913 0.83417 -4.16270 0.11
F -0.02748 -2.58404 -3.05494 0.25
B -0.22651 -1.52839 -3.83351 -0.86
F -1.01501 -1.70697 -4.89615 0.24
```

Results
Lowest unoccupied orbital energy (spin up / spin down): 4.0 / 4.0 eV
2S+1: 2
HOMO (spin up / spin down): -0.0080 / -0.0419 Ha
HOMO-LUMO gap (spin up / spin down): 4.18 / 5.10 eV
Net charge: -2

4.
Entry from OMol25: C43H35ErN8O4Sb as an isolated structure in a non-equilibrium geometry (ωB97M-V/def2-TZVPD).

XYZ file:
```
92
Properties=species:S:1:pos:R:3:lowdin_charge:R:1
Er 2.54734 1.12563 0.18535 1.46
N -1.04114 3.44035 -1.75284 0.17
C -0.02444 2.60074 -1.58037 -0.06
N 0.99657 2.82451 -0.73263 0.04
C 1.11809 4.02399 -0.07805 -0.32
N 1.98881 4.30160 0.85852 0.12
N 2.81776 3.27901 1.13456 -0.09
C 3.96310 3.34690 1.70256 -0.06
C 4.64948 2.18143 2.20513 -0.23
C 5.64418 2.28998 3.20906 0.03
C 6.19737 1.08824 3.68994 0.01
C 5.89622 -0.11913 2.97341 -0.03
C 4.91500 -0.11107 2.02309 -0.11
N 4.22987 0.99663 1.69372 -0.02
C 0.08315 4.98995 -0.26196 -0.08
C 0.16713 6.36718 0.11887 0.01
C -0.83870 7.26511 -0.21470 -0.06
C -1.97197 6.84883 -0.89850 -0.05
C -2.10866 5.52860 -1.28839 0.00
C -1.01893 4.71166 -1.11069 -0.14
H -1.84822 3.15674 -2.25862 0.16
H 0.00405 1.67740 -2.10969 0.13
H 4.52984 4.26098 1.85936 0.14
H 5.89245 3.30269 3.56899 0.13
H 6.96359 1.04607 4.47794 0.13
H 6.53358 -1.01025 3.10201 0.13
H 4.68240 -1.07790 1.59696 0.12
H 1.06863 6.71880 0.63912 0.12
H -0.68377 8.33378 0.03935 0.13
H -2.76530 7.60043 -1.13197 0.14
H -2.99489 5.24195 -1.77331 0.11
O 1.89316 -3.27887 -0.94635 0.11
C 2.06025 -2.01706 -0.77584 -0.39
O 1.99707 -1.35591 0.31414 -0.05
C 2.58302 -1.33701 -2.00069 -0.15
C 2.56863 -1.93885 -3.26045 0.04
C 3.27153 -1.26847 -4.28463 0.01
C 3.90351 -0.01363 -4.08704 0.05
C 3.77109 0.53649 -2.80741 -0.15
N 3.06286 -0.05067 -1.82424 0.04
C 4.38566 1.84587 -2.33064 -0.57
O 4.92246 2.57194 -3.16930 0.08
O 4.11289 2.11355 -1.10154 -0.16
H 1.97118 -2.87415 -3.38364 0.15
H 3.42488 -1.77429 -5.25113 0.13
H 4.50811 0.48920 -4.84316 0.13
C 0.32275 -0.26839 5.14196 -0.01
N 0.25732 0.50261 3.89949 -0.10
C -0.54478 1.58574 3.58488 -0.02
C -0.23123 1.90569 2.28743 -0.10
N 0.77692 1.06570 1.81159 -0.06
C 0.97546 0.18725 2.76602 -0.16
H -0.01711 0.29706 5.99729 0.09
H 1.36299 -0.58109 5.36989 0.10
H -0.29310 -1.19080 5.17222 0.11
H -1.29375 1.98043 4.28128 0.14
H -0.61734 2.66693 1.60363 0.11
H 1.72569 -0.64071 2.82375 0.15
C -4.92618 -5.89777 -3.20018 -0.11
C -5.87941 -4.95417 -2.81082 -0.09
C -5.47380 -3.63044 -2.56278 -0.17
C -4.20079 -3.22997 -2.80323 -0.53
C -3.29473 -4.13165 -3.39180 -0.19
C -3.69045 -5.42968 -3.63905 -0.13
Sb -3.71664 -1.14155 -2.78465 0.94
C 1.09643 -4.02658 0.02918 -0.16
C 1.53268 -5.34757 0.23987 0.02
C 0.73012 -6.18747 1.05958 -0.08
C -0.43650 -5.76629 1.58108 -0.10
C -0.83811 -4.45343 1.36651 -0.06
C -0.14310 -3.56610 0.52505 0.01
C -4.63897 -0.66074 -0.97180 -0.56
C -5.99673 -0.30692 -0.96230 -0.16
C -6.52731 0.41687 0.11996 -0.10
C -5.67523 1.01587 1.03697 -0.14
C -4.31564 0.74977 1.02664 -0.13
C -3.83784 -0.14856 0.06303 -0.21
H -5.16971 -6.93856 -3.37006 0.09
H -6.91335 -5.25270 -2.57152 0.10
H -6.19084 -2.90556 -2.25285 0.06
H -2.32967 -3.72592 -3.77393 0.07
H -2.93946 -6.09071 -4.12170 0.10
H 2.47716 -5.68033 -0.19489 0.12
H 1.03413 -7.23517 1.21266 0.12
H -1.11787 -6.48207 2.09671 0.13
H -1.79327 -4.18474 1.84274 0.12
H -0.50553 -2.57985 0.35056 0.10
H -6.65511 -0.58789 -1.78886 0.08
H -7.61109 0.60633 0.20472 0.11
H -6.11138 1.71941 1.73950 0.09
H -3.58247 1.15375 1.79824 0.10
H -2.81204 -0.50899 0.03370 0.03
```

Results
Lowest unoccupied orbital energy (spin up / spin down): -4.3 / -4.3 eV
2S+1: 4
HOMO (spin up / spin down): -0.2272 / -0.2270 Ha
HOMO-LUMO gap (spin up / spin down): 1.91 / 1.89 eV
Net charge: +1